95
Properties=species:S:1:pos:R:3:forces:R:3:mulliken_charge:R:1 method="wB97M-V/def2-TZVPD" charge=-1 homo_ev=-4.579 multiplicity=1 e_tot_ha=-3450.650499 de_lowest_kj_mol=0.0 fmax_ev_per_a=0.28
Cu -0.48241 1.01533 1.07828 -0.032 -0.101 0.154 -1.068
N -1.21182 1.54494 -0.77338 0.033 0.032 -0.087 0.043
N -2.17552 -1.16597 -0.08022 0.102 -0.026 0.079 -0.410
N 0.66522 -1.07797 -2.60373 -0.071 0.055 0.038 -0.574
N -0.11605 -1.55143 -1.59752 0.009 -0.162 0.062 1.837
N -1.57662 -0.84072 1.10005 -0.018 0.107 -0.262 1.757
N -1.43429 0.61369 -1.73638 -0.052 0.110 -0.037 0.790
N 2.26071 0.98584 -0.20120 -0.199 0.063 0.134 -0.439
C -2.36351 0.28345 3.97735 0.029 -0.005 0.003 -1.541
C 1.97815 1.31176 2.74069 0.003 -0.051 0.024 1.518
C -2.81347 -2.14122 4.36424 0.001 -0.010 0.021 -2.332
C -1.87539 0.45708 -4.18811 0.022 0.014 -0.012 -1.584
C -3.48380 -1.93582 1.51612 -0.014 -0.024 0.019 -0.874
C 2.79961 1.88834 3.71195 0.046 0.025 0.038 -0.289
C 0.29703 2.90456 3.25453 -0.019 0.049 -0.002 0.698
C -1.60529 5.19577 -1.49605 0.011 0.012 0.008 -2.400
C 3.36230 -2.18201 2.33573 0.001 0.009 -0.001 -1.100
C -4.23534 -2.31661 -0.92961 0.026 -0.019 0.011 -1.639
C 3.07639 -1.25064 0.14455 -0.057 0.032 -0.050 -0.235
C 2.54197 -1.84461 -4.00169 -0.046 -0.003 -0.070 2.373
C -0.39411 -3.62002 -0.19510 -0.031 -0.034 -0.013 -1.178
C -2.02402 4.00758 0.65245 -0.031 -0.022 -0.030 -0.963
C -2.00825 -1.14143 3.53170 -0.013 0.024 -0.006 2.461
C 2.58271 -0.05766 0.67304 -0.029 -0.002 0.106 0.069
C 2.88711 -0.99252 2.86839 0.055 -0.051 0.006 -0.165
C 0.31521 4.28773 -0.20770 0.021 -0.010 -0.002 -1.418
C 3.45117 -2.30456 0.95613 -0.008 -0.040 0.017 -0.241
C 2.37236 2.97501 4.45853 0.052 -0.017 0.015 -0.972
C -0.51417 -1.39129 3.74983 0.019 0.018 -0.032 -1.844
C 2.48427 0.07633 2.07174 0.060 0.093 -0.085 0.822
C 0.25218 -2.81186 -1.27029 0.030 0.025 0.004 0.329
C 1.10231 3.48049 4.23014 -0.066 -0.001 -0.002 -0.767
C 1.88879 -2.26958 -5.32715 0.025 0.003 0.033 -1.774
C 0.68738 1.81151 2.46197 -0.065 -0.052 -0.122 -1.323
C 2.95220 -0.37447 -4.10246 0.036 0.039 0.005 -1.687
C 3.77815 -2.71308 -3.75643 0.010 -0.010 0.038 -1.700
C -1.63057 1.21032 -2.92503 0.052 -0.064 0.028 0.701
C 1.31220 -3.16297 -2.08141 -0.011 0.066 0.060 -1.111
C -1.53548 2.57434 -2.73157 -0.058 0.000 -0.050 -0.872
C -1.14582 4.04047 -0.60190 0.019 0.006 -0.061 2.418
C -3.33348 -1.81753 0.15161 0.074 -0.015 -0.123 0.227
C 1.52855 -2.03478 -2.89543 0.180 -0.020 0.032 -0.296
C -2.35379 -1.30885 2.06822 0.032 -0.016 0.132 -0.674
C -1.28246 2.73818 -1.36434 -0.008 0.007 0.161 -0.563
B -1.51764 -0.90006 -1.44804 -0.191 0.106 -0.016 -0.120
H -1.54443 6.13401 -0.93989 -0.005 -0.003 0.001 0.444
H -1.44399 -3.82569 -0.41546 0.003 0.000 0.005 0.176
H -0.96921 5.28948 -2.37897 -0.005 0.004 0.004 0.368
H -2.79445 -0.12822 -4.13682 -0.001 0.003 0.005 0.233
H 4.50478 -2.56423 -4.55932 0.001 0.008 -0.003 0.445
H -3.75473 -3.09790 -1.52121 -0.011 0.005 -0.006 0.229
H 0.41259 5.27700 0.24868 0.019 -0.006 0.005 0.446
H -2.14504 0.41323 5.04128 -0.006 -0.009 -0.004 0.429
H 3.78881 1.47451 3.88137 -0.002 0.001 -0.008 0.444
H 4.26463 -2.46663 -2.80837 -0.060 0.016 -0.041 0.283
H 2.79886 -0.88574 3.94446 -0.018 0.013 -0.017 0.414
H 1.61833 1.65536 0.22027 0.207 -0.124 -0.106 -0.211
H -0.69137 3.33564 3.11062 0.045 0.007 0.032 0.234
H -0.24087 -2.40964 3.46144 -0.006 -0.001 -0.008 0.326
H -3.07681 3.89008 0.38361 0.004 0.006 -0.006 0.360
H 1.56378 -3.31095 -5.27743 0.005 -0.003 -0.015 0.358
H -1.77022 1.01046 3.42178 -0.010 0.009 0.002 0.131
H -3.88754 -1.95483 4.29403 0.000 0.006 -0.013 0.352
H 2.59263 -2.16155 -6.15782 -0.002 -0.006 0.001 0.483
H 0.96661 4.24438 -1.08384 -0.013 0.006 -0.001 0.329
H 1.88266 -4.07611 -2.02670 -0.027 -0.012 -0.028 0.380
H -5.14162 -2.72641 -0.48451 0.006 -0.004 0.018 0.447
H -2.24613 -1.38163 -2.28276 0.015 0.004 0.011 -0.253
H -4.51325 -1.51734 -1.61612 -0.012 -0.001 0.003 0.244
H 0.65619 3.55166 0.51947 -0.024 -0.001 0.003 0.175
H -4.29640 -2.41972 2.03089 -0.004 0.008 0.002 0.510
H 3.02039 3.41494 5.20797 0.002 0.005 -0.004 0.362
H -2.63673 5.05872 -1.82748 -0.003 -0.005 0.002 0.455
H 1.87707 0.64594 -1.07728 0.022 0.019 -0.007 0.250
H -2.52847 -2.05293 5.41506 0.000 -0.001 0.000 0.459
H 3.51718 -3.77343 -3.73692 -0.003 0.003 0.008 0.295
H 0.12700 -4.57302 -0.10452 -0.003 0.006 0.010 0.503
H -2.62010 -3.16698 4.04224 -0.003 0.000 0.006 0.438
H -1.95377 1.15757 -5.01969 0.002 0.000 0.008 0.406
H -1.05122 -0.23153 -4.37694 -0.001 -0.018 -0.005 0.103
H 3.13526 -1.34017 -0.93200 0.026 -0.039 -0.035 0.318
H -0.35400 -3.10773 0.76649 0.010 0.036 0.013 -0.075
H 3.63434 -0.23391 -4.94598 -0.010 -0.004 -0.007 0.456
H 3.46105 -0.03460 -3.19729 -0.029 -0.043 0.022 0.301
H -1.65001 3.33689 -3.48275 -0.010 -0.010 -0.005 0.494
H 0.08565 -0.69839 3.16081 -0.036 -0.028 0.029 0.156
H 3.80248 -3.22632 0.50616 0.010 0.006 -0.005 0.376
H 2.07621 0.25790 -4.24561 0.012 0.004 -0.005 0.273
H -1.74297 3.17458 1.29707 -0.012 0.003 -0.016 -0.393
H 3.64759 -2.99803 2.98827 0.000 -0.005 -0.011 0.355
H -3.42399 0.48883 3.81115 -0.006 -0.002 -0.002 0.344
H 1.01230 -1.65171 -5.53061 0.007 0.002 0.003 0.237
H -1.90784 4.93656 1.21733 0.002 -0.002 -0.005 0.358
H 0.73780 4.32341 4.80884 0.000 0.001 -0.003 0.399
H -0.26174 -1.25089 4.80450 -0.005 0.004 0.010 0.461